Record 1
Density functional theory data (the ωB97M-V functional and the def2-TZVPD basis) for 2 unconnected molecules or ions with the total composition C6H12ClNSi.

Computed properties:
Relative energy (zero: lowest compared OMol25 entry of this formula, charge and spin): 94.0 kcal/mol
Orbital gap: 4.031 eV

```
21
Properties=species:S:1:pos:R:3:lowdin_charge:R:1
C -1.9276 2.4372 -0.8551 -0.001
C -1.1061 -0.8944 2.8512 -0.008
C -0.8775 1.6175 -0.9110 -0.206
C -1.2366 0.1224 1.9915 -0.216
C 1.6844 -1.4561 0.6167 -0.108
C 0.9761 -1.0011 -1.6462 -0.107
N 0.6889 -0.8323 -0.2287 -0.312
Si -0.4908 0.2648 0.3001 0.933
Cl 2.1560 2.1029 -3.9029 -0.826
H -2.0674 3.2149 -1.5879 0.076
H -2.6814 2.3705 -0.0878 0.053
H -1.5887 -0.8810 3.8153 0.070
H -0.5334 -1.7780 2.6227 0.055
H -0.1620 1.7533 -1.7189 0.032
H -1.8400 0.9703 2.2949 0.057
H 2.6784 -1.0876 0.3482 0.106
H 1.4988 -1.2268 1.6624 0.066
H 1.6767 -2.5403 0.4813 0.096
H 0.1004 -0.7657 -2.2446 0.081
H 1.7939 -0.3530 -1.9713 0.064
H 1.2579 -2.0376 -1.8299 0.095
```

Record 2
Density functional theory data (the ωB97M-V functional and the def2-TZVPD basis) for a molecular structure, C6H12ClO16S3Ti.

Computed properties:
Relative energy (zero: lowest compared OMol25 entry of this formula, charge and spin): 142.9 kcal/mol
2S+1: 4
Orbital gap (spin up / spin down): 4.298 / 5.600 eV
<S²>: 3.750

```
39
Properties=species:S:1:pos:R:3:lowdin_spin:R:1
Ti 0.8095 0.9095 -1.4969 2.958
Cl -2.9819 1.9419 -5.4707 0.003
O -1.9452 0.9830 -5.7370 0.002
O -3.0274 2.2242 -4.0835 0.005
O -2.6629 3.0590 -6.3179 0.000
O -4.2931 1.4629 -5.8555 0.000
C 5.6402 -3.4314 -4.9178 0.000
C 4.5390 -2.3445 -5.1367 0.000
O 4.1872 -1.9035 -3.8417 0.006
S 4.5065 -2.9938 -2.6985 0.010
O 3.2946 -3.7534 -2.3316 0.002
O 5.3289 -2.2577 -1.6733 0.001
O 5.3804 -3.9604 -3.6416 0.000
H 6.6856 -3.1239 -4.9459 0.000
H 5.5443 -4.2052 -5.6794 0.000
H 3.6594 -2.7517 -5.6355 0.000
H 5.1804 -1.5469 -5.5114 0.000
C 0.0091 3.3898 6.6227 0.000
C 1.5239 3.1663 6.4236 0.000
O 1.7611 3.5054 5.0778 0.000
S 0.5008 4.3055 4.3740 0.001
O 0.2571 3.8241 2.9953 0.002
O 0.6404 5.7297 4.6206 0.000
O -0.5017 3.4837 5.3758 0.000
H -0.1476 4.3567 7.1008 0.000
H -0.4210 2.5794 7.2112 0.000
H 1.7457 2.0999 6.4664 0.000
H 2.1696 3.6476 7.1581 0.000
C -4.7431 -1.9911 0.0558 0.000
C -5.1713 -0.9882 1.0011 0.000
O -4.1593 -0.7725 2.0255 0.000
S -3.0368 -1.9748 1.9668 0.004
O -3.5928 -3.1432 2.6706 0.000
O -1.7188 -1.4199 2.2082 0.004
O -3.4038 -2.1869 0.3512 0.001
H -4.8063 -1.7204 -0.9982 0.000
H -5.2778 -2.9391 0.1144 0.000
H -6.0769 -1.2656 1.5406 0.000
H -5.3961 0.0052 0.6129 0.000
```

Record 3
Density functional theory data (the ωB97M-V functional and the def2-TZVPD basis) for a molecular structure, C6H12CuNO3.

Computed properties:
Net charge: +1
Relative energy (zero: lowest compared OMol25 entry of this formula, charge and spin): 0.0 kcal/mol
2S+1: 2
Orbital gap (spin up / spin down): 7.570 / 6.234 eV
<S²>: 0.759

```
23
Properties=species:S:1:pos:R:3:lowdin_spin:R:1
C 0.3773 1.7221 2.3394 0.000
O 0.3096 1.7387 0.9075 0.000
C -0.9678 1.6174 0.3617 0.000
C -1.2410 0.2620 -0.2837 0.016
C -0.3875 -0.8631 0.2739 0.000
N -0.4820 -1.9810 -0.6719 0.008
C 0.8163 -2.3093 -1.2439 0.005
C 1.4483 -1.1104 -1.8825 0.015
O 2.6369 -1.0375 -2.2309 0.556
O 0.7888 -0.0272 -2.1227 0.396
H 1.2290 1.1391 2.6460 0.000
H -0.5038 1.2515 2.7509 0.000
H 0.4659 2.7334 2.6998 0.000
H -1.0207 2.3776 -0.4785 0.000
H -1.7655 1.9070 1.0324 0.000
H -2.2774 -0.0234 -0.1941 0.001
H -1.0330 0.2982 -1.3454 0.006
H 0.6327 -0.5368 0.4146 0.000
H -0.7559 -1.1443 1.2538 0.000
H -0.8178 -2.7857 -0.1716 0.001
H 0.6709 -3.0292 -2.0399 -0.001
H 1.5352 -2.7336 -0.5516 0.001
Cu 0.3413 2.5346 -1.4634 -0.004
```

Record 4
Density functional theory data (the ωB97M-V functional and the def2-TZVPD basis) for a gas-phase ion, C6H12F3O2S (charge +1).

Computed properties:
Net charge: +1
Orbital gap: 9.586 eV

```
24
Properties=species:S:1:pos:R:3:lowdin_charge:R:1
C 3.5806 0.9429 1.1092 -0.118
C 2.8639 0.8153 -0.3191 -0.256
C 2.3840 -0.6746 -0.6760 -0.183
C 1.1226 -1.1669 0.1874 -0.233
O -0.0224 -0.2503 0.1256 -0.402
S -1.2083 -0.8334 -0.8846 1.228
C -2.8762 -0.7777 -0.0128 -0.262
O -3.1904 0.6192 0.1372 -0.029
C -4.5760 0.8637 0.0913 -0.496
F -4.7211 2.2672 0.1069 0.123
F -5.2666 0.4048 1.2251 0.132
F -5.2091 0.4204 -1.0673 0.132
H 4.1213 -0.0420 1.3092 0.079
H 2.7932 1.1632 1.9036 0.078
H 4.3997 1.7476 1.1180 0.089
H 3.6661 1.0747 -1.1037 0.116
H 2.0346 1.5886 -0.4767 0.108
H 2.2222 -0.7507 -1.8036 0.117
H 3.2478 -1.3863 -0.4160 0.132
H 1.5002 -1.2391 1.2703 0.149
H 0.8228 -2.2032 -0.2113 0.118
H -1.3264 0.1343 -1.8852 0.083
H -3.5795 -1.3618 -0.6898 0.144
H -2.7829 -1.3558 0.9624 0.152
```

Record 5
Density functional theory data (the ωB97M-V functional and the def2-TZVPD basis) for 2 unconnected molecules or ions with the total composition C6H12FN.

Computed properties:
Relative energy (zero: lowest compared OMol25 entry of this formula, charge and spin): 81.8 kcal/mol
Orbital gap (spin up / spin down): 7.573 / 7.611 eV

```
20
Properties=species:S:1:pos:R:3:lowdin_charge:R:1
C -1.7892 -1.3492 0.2106 -0.165
C -0.5860 -1.3427 -0.7033 -0.126
C -2.2183 0.1507 0.2379 -0.138
C 0.0051 0.0777 -0.4307 -0.250
C 3.6037 0.0295 0.2388 -0.056
C -0.9586 2.1665 0.4745 -0.015
N -0.9844 0.8659 0.1235 -0.159
F 1.0618 0.4840 -1.1658 0.043
H -2.6328 -1.8682 -0.2755 0.116
H -1.5860 -1.8125 1.1080 0.084
H 0.0975 -2.2340 -0.5496 0.123
H -0.8287 -1.3165 -1.8178 0.126
H -2.9414 0.3435 -0.5775 0.144
H -2.6870 0.2467 1.1716 0.107
H 2.5882 0.4214 0.2539 -0.020
H 3.9231 0.1716 -0.8264 0.028
H 4.3396 0.5004 0.8530 -0.006
H -1.8877 2.7398 0.8007 0.072
H 3.6019 -1.1163 0.4423 0.054
H -0.1208 2.8418 0.4317 0.040
```